Here is C31H32BBaF5IN7S2Se as an isolated structure from OMol25. Energies are from ωB97M-V with the def2-TZVPD basis set.

Maximum force ... 0.564 eV Å⁻¹
E_LUMO ... 4.0 eV
Highest occupied orbital energy ... -2.141 eV
Frontier orbital gap ... 6.19 eV
Calculated total energy ... -153182.43233 eV
2S+1 ... 1
Total charge ... -2

Last column: Löwdin charge in e.
Positions of all 81 atoms, in Å:
C -3.93 -1.24 -3.79  -0.087
H 0.41 -3.83 0.75  0.084
C 4.13 -0.88 4.31  -0.271
C 5.50 -1.03 4.48  -0.158
H 2.11 -2.17 1.41  0.028
C -0.48 2.98 2.26  -0.333
H -0.29 5.61 1.44  0.076
H -1.14 -3.75 4.29  0.089
H -5.42 0.20 -1.80  0.087
H 2.26 -2.90 2.99  0.065
N -1.95 1.41 2.34  -0.039
C -2.31 2.30 3.27  -0.089
C -3.26 -0.32 -1.57  -0.292
H 2.77 -3.80 1.54  0.080
C -1.94 3.41 -1.91  -0.038
F 3.36 -1.77 4.96  0.045
C -0.10 3.98 -3.38  -0.495
C -1.22 -2.98 3.55  -0.024
C -2.73 4.31 -2.60  -0.104
H -3.55 -1.66 -4.72  0.072
H -3.19 2.13 3.88  0.106
C -2.10 -1.92 3.53  -0.092
H 2.50 4.66 2.61  0.075
C 0.59 -5.09 2.48  -0.089
C 6.37 -0.15 3.87  -0.158
C 5.84 0.88 3.10  -0.155
Se 1.68 0.34 3.36  0.587
H -2.87 -1.63 4.22  0.108
H -2.33 2.84 -1.08  0.112
H -0.40 -5.54 2.41  0.074
H -5.19 0.59 0.90  0.109
H 0.86 -5.02 3.54  0.075
S 1.57 3.55 -3.61  0.964
C 1.57 4.21 2.97  -0.084
C -1.96 0.30 -3.65  -0.065
Ba 0.36 0.04 -0.13  1.245
N -0.83 1.83 1.71  -0.025
H -1.40 4.21 3.88  0.091
H -3.67 0.08 2.74  0.109
N -1.87 -1.20 2.42  -0.037
N -0.85 -1.74 1.71  -0.005
H -1.08 0.59 -3.08  0.044
C 0.63 -3.71 1.82  -0.376
F 4.04 2.03 2.21  0.060
C 4.47 1.00 2.96  -0.262
C 1.48 2.41 -2.24  -1.212
H -2.85 5.74 -4.21  0.085
C 3.55 0.13 3.55  -0.568
N -3.19 0.02 0.56  -0.038
H 1.31 -5.75 2.00  0.071
H 1.03 4.96 3.55  0.069
C 0.33 4.90 0.89  -0.054
F 6.67 1.76 2.52  0.092
H 1.33 3.03 1.20  0.111
H -4.59 -0.40 -4.05  0.071
C 2.02 -3.11 1.95  -0.082
N 0.28 2.37 -1.70  -0.154
H -0.49 5.45 -4.90  0.095
C -4.54 0.09 -1.18  -0.030
C -0.45 -2.82 2.38  -0.297
H -2.10 -1.62 -2.74  0.060
H -0.23 4.56 0.02  0.056
H -2.56 1.20 -3.81  0.081
H 1.22 5.43 0.53  0.079
S 2.83 1.51 -1.75  0.386
C -0.89 4.88 -4.07  -0.114
I 0.80 -2.60 -2.26  -0.370
C -2.21 5.04 -3.67  -0.124
H -3.76 4.45 -2.30  0.093
C -0.61 3.24 -2.30  -0.375
C -1.41 3.34 3.25  -0.020
C 0.73 3.73 1.79  -0.379
H 1.83 3.36 3.61  0.040
H -1.62 -0.08 -4.61  0.081
F 5.98 -2.03 5.24  0.084
C -4.44 0.29 0.18  -0.097
F 7.70 -0.28 4.02  0.082
C -2.77 -0.77 -2.92  -0.385
N -2.45 -0.34 -0.51  0.013
B -2.69 0.07 2.04  -0.531
H -4.53 -2.00 -3.29  0.076

***

Here is a 8-piece molecular cluster, C32H88N8O8 overall from OMol25. Energies are from ωB97M-V with the def2-TZVPD basis set.

Maximum force ... 3.399 eV Å⁻¹
E_LUMO ... 0.3 eV
Highest occupied orbital energy ... -8.973 eV
Frontier orbital gap ... 9.28 eV
Calculated total energy ... -62904.15100 eV
2S+1 ... 1
Total charge ... 0
SMILES ... COC[C@H](C)N.COC[C@H](C)N.COC[C@H](C)N.COC[C@H](C)N.COC[C@H](C)N.COC[C@H](C)N.COC[C@H](C)N.COC[C@H](C)N

Last column: Löwdin charge in e.
Positions of all 136 atoms, in Å:
H -1.69 3.10 -7.26  0.080
H -8.26 -1.42 -2.38  0.085
H -8.04 -5.44 -0.20  0.061
H 5.96 7.58 2.18  0.066
H 3.33 0.22 -4.92  0.121
C -2.43 -8.27 0.90  -0.088
H -2.48 1.89 1.30  0.088
C -6.77 -3.36 -1.35  -0.212
C 3.55 -4.14 1.09  -0.101
H 5.85 -2.34 -5.40  0.084
H 6.97 -2.49 2.01  0.069
H -7.07 -0.18 -1.96  0.088
H 4.24 -2.08 -4.73  0.074
C 0.33 -1.37 -2.16  -0.076
H -2.69 -8.99 1.68  0.076
H 5.32 -0.85 2.04  0.136
N -0.24 1.00 -2.36  0.046
N 7.14 -1.65 1.48  0.044
C 6.00 0.07 0.28  -0.067
H -3.54 2.81 -3.52  0.062
H 2.50 4.87 0.95  0.081
C -0.39 -0.24 -1.52  -0.442
H 5.59 -1.76 -3.68  0.073
H -8.10 -5.14 1.27  0.070
H -2.91 -5.73 -0.03  0.115
H -0.94 -7.14 1.85  0.142
C -1.27 -6.45 -1.83  -0.086
C 5.83 -1.19 1.14  -0.467
C -2.18 2.25 6.64  -0.449
H -1.23 2.09 7.16  0.139
H -0.69 1.01 -3.27  0.058
H 2.57 4.69 2.70  0.082
H 6.92 5.44 1.64  0.138
C 7.58 5.07 3.68  -0.078
H 7.74 4.01 3.51  0.068
H 0.20 -1.49 -3.24  0.080
H -2.33 0.08 1.24  0.092
O -6.38 -2.07 -1.71  -0.178
H -7.99 -1.02 -0.71  0.079
H -2.79 -2.11 7.30  0.085
H -6.53 -3.44 2.18  0.073
H 8.53 5.60 3.72  0.069
O 4.42 5.21 1.82  -0.219
H 6.38 -0.20 -0.71  0.072
C -2.32 0.96 5.86  -0.183
H -2.74 5.14 -3.11  0.131
C 4.87 -2.24 0.47  -0.182
H 6.02 3.61 -4.61  0.069
H -0.69 1.81 -1.94  0.053
O -2.27 -0.09 6.86  -0.236
H -3.24 3.65 5.67  0.072
N -7.44 -5.05 0.51  0.011
H 7.27 5.17 4.72  0.068
H 3.33 3.48 1.55  0.076
H 3.62 2.79 -3.27  0.061
C -7.49 -1.15 -1.67  -0.097
C -6.27 -3.11 1.17  -0.057
H -4.24 2.15 7.49  0.078
H -1.24 -7.54 -1.95  0.074
H 3.59 -5.06 1.67  0.087
C -0.06 0.03 -0.04  -0.172
H -3.33 0.82 5.48  0.117
H 6.25 7.31 3.81  0.069
H 3.47 -4.36 0.03  0.080
C -2.87 -1.35 6.52  -0.086
H 3.96 -1.65 0.34  0.112
H -2.68 1.12 -0.24  0.079
H -2.48 -1.67 5.55  0.082
H -1.57 -8.60 0.31  0.078
C 5.85 2.63 -4.16  -0.033
N -4.41 6.10 -3.88  0.023
H -3.87 -6.38 2.17  0.072
O -0.78 1.07 0.64  -0.200
C -1.95 -5.87 0.47  -0.205
N 6.53 7.10 2.86  0.032
H -1.64 -4.96 0.98  0.117
H -3.04 1.88 8.71  0.074
H 7.41 -2.02 0.58  0.072
C -7.25 -3.64 0.13  -0.431
H 4.48 2.16 -5.90  0.133
H 5.04 0.56 0.15  0.065
O 5.31 -0.30 -5.13  -0.190
C 4.31 0.52 -4.56  -0.235
H -8.26 -3.24 0.20  0.120
H -5.26 -3.44 0.96  0.080
H 6.63 0.77 0.83  0.078
H 2.57 2.42 -4.34  0.062
C -1.06 3.35 -6.41  -0.105
H 0.98 0.34 0.01  0.125
H -3.87 6.95 -3.80  0.054
H -5.88 -3.98 -1.50  0.119
C -3.46 4.89 -3.88  -0.381
C 4.53 2.00 -4.82  -0.425
H 2.64 -3.59 1.32  0.079
C 6.55 5.65 2.64  -0.391
H 4.69 5.19 3.82  0.124
H -2.25 -6.09 -2.14  0.078
H -1.83 3.43 5.02  0.066
H -0.52 4.27 -6.65  0.082
H -3.33 -8.17 0.29  0.087
C -2.76 4.75 -5.29  -0.174
H -3.94 -1.16 6.43  0.076
C -3.21 2.40 7.77  -0.067
C -1.98 -7.02 1.55  -0.442
H -0.60 -6.04 -2.59  0.078
H 5.76 2.77 -3.08  0.065
H -7.41 -3.74 -2.14  0.118
C 5.23 4.91 2.92  -0.233
O -0.93 -6.00 -0.50  -0.199
N -2.28 3.49 5.92  0.035
H 6.71 2.00 -4.35  0.064
N -2.96 -6.60 2.54  0.035
H -3.01 -7.39 3.16  0.064
H -6.44 -2.03 1.16  0.072
H -0.35 2.53 -6.32  0.080
O 4.66 -3.29 1.43  -0.202
H -4.82 3.67 -2.62  0.074
H -4.92 3.42 -4.40  0.076
C 5.27 -1.71 -4.72  -0.066
H -0.03 -2.28 -1.70  0.077
H 5.24 -2.65 -0.46  0.123
H 5.30 3.82 2.93  0.117
H -0.14 -0.94 0.45  0.121
H -3.17 3.45 8.05  0.073
H -1.52 0.72 5.16  0.125
C 3.13 4.53 1.77  -0.070
H -1.44 -0.52 -1.58  0.121
C -2.17 1.02 0.72  -0.115
O -1.79 3.66 -5.22  -0.217
C -4.27 3.62 -3.56  -0.069
H 4.32 0.49 -3.47  0.118
H -3.53 4.63 -6.06  0.116
H -4.96 6.13 -4.72  0.054
H -2.23 5.67 -5.51  0.113
N 3.49 2.82 -4.27  0.020
H 1.41 -1.31 -2.02  0.073

***

Here is C23H16Co2O11S2 as an isolated structure from OMol25. Energies are from ωB97M-V with the def2-TZVPD basis set.

Maximum force ... 5.059 eV Å⁻¹
E_LUMO ... 4.5 eV
Highest occupied orbital energy ... -1.343 eV
Frontier orbital gap ... 5.87 eV
Calculated total energy ... -143553.05992 eV
2S+1 ... 1
Total charge ... -2

Last column: natural (NBO) charge in e.
Positions of all 54 atoms, in Å:
C -2.91 1.46 -7.10  0.474
H -0.89 -1.62 3.98  0.251
O 0.90 -1.98 2.08  -0.977
H 5.46 -0.47 0.22  0.206
Co -0.04 1.80 -4.56  -0.097
C -0.22 1.71 -6.42  0.440
H 0.85 3.39 2.42  0.204
C -1.66 2.32 -3.95  -0.508
O 2.42 3.37 -4.27  -0.556
O -1.75 -1.67 -5.22  -0.552
C 3.22 -0.32 2.76  -0.292
O 1.28 -0.78 -4.19  -0.535
C -4.07 -0.77 3.09  -0.238
H -0.79 2.64 2.64  0.172
C -3.87 1.08 -4.77  0.577
S 1.81 0.65 3.26  2.135
C -1.52 -0.98 2.02  -0.218
H 3.55 0.91 1.03  0.232
O 0.45 1.72 1.17  -0.549
C 3.89 0.04 1.59  -0.125
H 3.08 -1.68 4.42  0.234
S 0.15 -0.99 1.35  2.131
C -1.91 -0.53 -5.30  0.477
O 0.20 1.79 -7.50  -0.587
O 0.02 -1.08 -0.09  -0.948
H -0.42 3.58 1.13  0.185
H -5.07 -0.68 3.51  0.194
C 0.73 0.23 -4.28  0.548
O -4.92 0.99 -4.30  -0.561
C 3.62 -1.43 3.51  -0.196
O -3.31 1.61 -8.17  -0.574
C 4.95 -0.75 1.14  -0.242
H -2.39 -0.39 0.14  0.255
C -2.58 -0.59 1.20  -0.236
C 1.44 2.77 -4.40  0.566
H -3.17 -1.46 4.94  0.198
C -0.02 2.95 1.93  -0.261
H 6.18 -2.48 1.52  0.196
Co -2.28 1.20 -5.48  -0.079
H -4.67 -0.14 1.10  0.206
O 1.13 -0.05 4.34  -0.978
C 4.69 -2.21 3.06  -0.225
C 0.82 0.62 1.78  -0.616
C -0.84 1.84 -2.95  -0.128
H 4.99 -3.08 3.64  0.196
C -0.66 1.56 -1.65  -0.499
O 2.31 2.00 3.47  -0.984
H -2.22 3.26 -3.86  0.189
H -1.43 1.74 -0.91  0.182
C -3.01 -1.20 3.89  -0.232
C 5.35 -1.87 1.88  -0.230
H 0.29 1.11 -1.35  0.218
C -3.85 -0.47 1.74  -0.225
C -1.73 -1.30 3.36  -0.218

***

Here is C12H16AsB2F10N5O7Tc as an isolated structure from OMol25. Energies are from ωB97M-V with the def2-TZVPD basis set.

Maximum force ... 1.698 eV Å⁻¹
E_LUMO (spin up / spin down) ... -6.4 / -7.0 eV
Highest occupied orbital energy (spin up / spin down) ... -13.476 / -13.503 eV
Frontier orbital gap (spin up / spin down) ... 7.06 / 6.53 eV
Expectation value of S² ... 2.03
Calculated total energy ... -126049.07197 eV
2S+1 ... 3
Total charge ... +1

Last column: Mulliken spin population.
Positions of all 54 atoms, in Å:
H -1.13 -0.57 4.13  -0.002
F -0.92 3.61 -2.99  0.000
H -3.22 -2.06 -2.49  0.000
N -0.53 -0.82 1.52  0.088
B -2.73 -0.19 0.70  0.000
H 0.08 3.41 3.72  0.002
H -2.19 -3.49 -2.79  0.000
As -1.71 2.11 -3.22  -0.001
O 2.36 -2.10 -1.56  0.010
H 3.68 -1.03 2.88  0.008
H 0.38 -1.35 4.68  0.000
C 0.61 -3.01 -3.50  0.001
H -2.17 -2.12 -3.91  0.000
N -1.31 -1.00 -1.07  -0.002
H 1.68 -3.18 -3.54  0.000
H 0.27 -2.55 -4.43  0.000
C 0.21 -1.00 2.57  0.017
H 0.15 4.95 1.17  -0.002
N 0.22 1.83 1.03  0.028
O 1.51 1.27 2.85  0.065
C -1.16 -1.77 -2.10  -0.001
N 1.94 -0.63 0.99  0.321
Tc 0.47 -0.11 -0.33  -0.032
H -0.89 -2.28 3.85  -0.003
C -2.26 -2.40 -2.86  0.000
O 1.38 0.98 -1.08  0.037
C -0.42 2.95 0.68  -0.044
B 3.48 -1.30 -1.07  -0.013
O -2.55 -0.79 -0.65  0.001
H 0.08 -3.96 -3.40  0.000
C 0.56 3.47 2.75  0.024
F -2.43 2.57 -4.69  0.000
C 2.68 -1.19 3.28  0.016
C 0.25 -2.11 -2.39  -0.001
C -0.37 -1.32 3.89  -0.002
O -1.07 3.18 -0.35  0.823
C 0.82 2.08 2.23  -0.012
O -1.81 -0.97 1.70  0.064
F -0.30 1.48 -4.01  0.002
F -0.87 1.55 -1.66  0.089
F -3.03 2.60 -2.26  0.000
F 4.56 -2.06 -0.94  0.002
F 3.60 -0.06 -1.57  0.002
O 3.10 -1.02 0.63  0.441
C -0.31 4.10 1.67  0.097
F -2.40 0.51 -3.31  0.003
H 2.53 -2.25 3.49  -0.001
H 2.55 -0.65 4.21  0.002
N 1.09 -1.64 -1.53  -0.001
H -1.31 4.39 2.00  -0.003
F -3.99 -0.42 1.11  0.000
F -2.29 1.11 0.76  -0.004
H 1.52 3.99 2.88  0.002
C 1.63 -0.77 2.32  -0.023